Record 1
# C40H50AuBN9O3

C40H50AuBN9O3 as an isolated structure (ωB97M-V/def2-TZVPD, the OMol25 dataset).

The total energy comes out at -2433.063250 Ha. As for the total charge: +1.

Element x y z (Å)
Au -1.54 -0.16 0.38
C -2.58 3.16 -2.36
C -2.48 3.55 -0.88
C -1.04 3.54 -0.40
C -3.39 2.69 -0.06
C -4.72 3.02 0.22
C -5.20 1.99 1.00
N -4.22 1.10 1.17
N -3.12 1.52 0.52
B -4.28 -0.15 2.05
N -4.25 -1.42 1.20
C -5.17 -2.40 1.19
C -4.67 -3.45 0.46
C -3.39 -3.04 0.04
N -3.18 -1.81 0.50
C -2.44 -3.88 -0.74
C -2.81 -3.88 -2.23
C -0.99 -3.48 -0.54
N -3.04 -0.19 2.95
C -2.98 -0.28 4.28
C -1.67 -0.43 4.66
C -0.95 -0.45 3.45
N -1.80 -0.28 2.45
C 0.54 -0.56 3.40
C 1.98 1.79 2.41
C 1.88 -2.15 1.94
H -2.15 3.95 -2.98
H -2.04 2.24 -2.55
H -3.61 3.03 -2.65
H -2.87 4.57 -0.78
H -0.62 2.53 -0.44
H -0.44 4.19 -1.03
H -0.98 3.90 0.62
H -5.24 3.91 -0.10
H -6.17 1.85 1.44
H -5.25 -0.12 2.72
H -6.11 -2.29 1.70
H -5.12 -4.40 0.26
H -2.57 -4.91 -0.37
H -2.67 -2.90 -2.67
H -2.18 -4.59 -2.76
H -3.85 -4.18 -2.36
H -0.78 -2.53 -1.03
H -0.77 -3.37 0.52
H -0.33 -4.24 -0.96
H -3.87 -0.23 4.87
H -1.28 -0.51 5.65
H 0.87 0.37 3.90
H 0.95 1.79 2.01
H 1.96 2.24 3.41
H 3.33 0.39 1.68
H 1.99 -2.44 0.89
H 2.81 -2.34 2.46
H 1.13 -2.81 2.35
C 3.12 2.65 -1.83
O 3.09 1.44 -2.57
C 4.08 0.53 -2.25
C 5.21 0.50 -3.06
C 6.24 -0.39 -2.82
C 6.16 -1.25 -1.74
C 5.03 -1.24 -0.94
C 3.95 -0.38 -1.19
N 2.90 -0.48 -0.27
C 1.53 -0.24 -0.27
N 1.07 0.02 -1.52
C -0.11 -0.09 -2.21
C -1.38 -0.14 -1.64
C -2.48 -0.25 -2.48
C -2.33 -0.29 -3.86
C -1.07 -0.28 -4.44
C 0.05 -0.18 -3.64
O 1.33 -0.21 -4.06
C 1.62 -0.32 -5.44
N 0.80 -0.29 0.81
C 1.42 -0.67 2.09
C 0.93 -1.66 4.36
C 2.13 -1.70 4.95
C 3.18 -0.73 4.73
C 3.31 0.14 3.72
C 2.55 0.35 2.44
O 2.81 2.57 1.58
C 2.42 3.93 1.54
H 2.27 3.23 -2.17
H 4.04 3.21 -2.03
H 3.04 2.47 -0.75
H 5.27 1.21 -3.87
H 7.11 -0.40 -3.47
H 6.97 -1.92 -1.51
H 4.98 -1.91 -0.10
H 3.20 -0.99 0.55
H 1.82 0.26 -2.18
H -3.47 -0.28 -2.06
H -3.20 -0.36 -4.50
H -0.97 -0.36 -5.51
H 2.70 -0.24 -5.51
H 1.16 0.49 -6.01
H 1.29 -1.29 -5.83
H 0.19 -2.42 4.58
H 2.34 -2.48 5.67
H 3.94 -0.71 5.50
H 4.15 0.82 3.78
H 3.20 4.47 1.02
H 2.31 4.33 2.56
H 1.47 4.04 1.01

Record 2
# C10H8N2O

One molecule with the formula C10H8N2O (ωB97M-V/def2-TZVPD, the OMol25 dataset).

The total energy comes out at -570.528730 Ha. For the energy above the lowest of the compared OMol25 structures with the same formula, charge and spin, the calculation gives 210.0 kJ/mol. As for the total charge: 0.

Element x y z (Å)
C -0.64 2.01 -0.28
C -1.07 0.62 -0.06
C -2.50 0.34 0.16
C -2.98 -0.93 0.19
C -2.18 -2.05 0.06
C -0.74 -1.78 -0.02
C -0.26 -0.48 -0.08
C 2.17 -0.91 -0.87
C 3.44 -0.33 -0.37
C 3.07 0.43 0.73
H 0.41 2.24 -0.30
H -3.18 1.14 0.43
H -3.98 -1.07 0.22
H -2.52 -2.99 0.30
H -0.11 -2.58 0.10
H 1.78 -1.68 -1.71
H 4.50 -0.41 -0.75
H 3.82 0.75 1.39
N 1.25 -0.40 -0.02
N 1.73 0.39 0.91
O -1.43 2.90 -0.34

Record 3
# C8H24Be2N2O14

C8H24Be2N2O14 as an isolated structure (ωB97M-V/def2-TZVPD, the OMol25 dataset).

The total energy comes out at -1509.791215 Ha. For the energy above the lowest of the compared OMol25 structures with the same formula, charge and spin, the calculation gives 33.0 kJ/mol. The multiplicity is 2. The expectation value of S² is 0.770. As for the total charge: +3.

Element x y z (Å)
Be 16.49 10.19 -14.20
Be 13.38 9.41 -18.21
N 12.85 11.03 -14.78
O 13.88 10.73 -14.20
O 11.93 11.47 -14.17
O 12.76 10.86 -16.04
N 15.64 11.64 -17.43
O 16.30 12.60 -17.37
O 14.85 11.33 -18.34
O 15.61 10.81 -16.48
C 16.49 13.56 -13.36
C 15.52 12.97 -12.37
O 15.91 11.65 -11.96
O 16.77 12.72 -14.42
H 17.41 13.78 -12.82
H 16.16 14.55 -13.69
H 14.48 13.12 -12.68
H 15.54 13.57 -11.45
H 15.55 11.64 -11.07
H 16.77 13.26 -15.22
C 11.96 13.97 -16.51
C 13.43 14.46 -16.70
O 13.71 14.71 -18.07
O 11.13 15.08 -16.86
H 11.80 13.82 -15.44
H 11.78 13.04 -17.03
H 14.21 13.88 -16.20
H 13.52 15.47 -16.30
H 13.83 13.84 -18.46
H 11.05 15.73 -16.15
C 16.74 7.66 -18.59
C 17.56 8.17 -19.82
O 16.76 8.37 -20.93
O 15.75 8.34 -18.01
H 17.50 7.63 -17.81
H 16.33 6.66 -18.72
H 18.12 7.28 -20.12
H 18.27 8.96 -19.55
H 17.34 8.35 -21.69
H 15.90 8.08 -17.10
C 12.20 9.55 -21.37
C 13.69 9.51 -21.73
O 14.40 9.56 -20.50
O 11.91 10.49 -20.30
H 12.08 8.54 -20.99
H 11.51 9.61 -22.22
H 14.02 10.40 -22.26
H 13.99 8.57 -22.20
H 15.30 9.26 -20.55
H 11.35 11.20 -20.60

Record 4
# C2H4NPS

One molecule with the formula C2H4NPS (ωB97M-V/def2-TZVPD, the OMol25 dataset).

The total energy comes out at -872.878499 Ha. For the energy above the lowest of the compared OMol25 structures with the same formula, charge and spin, the calculation gives 38.9 kJ/mol. As for the total charge: 0.

Element x y z (Å)
C 0.38 -0.66 0.17
C 0.36 0.81 -0.17
N -0.86 -1.41 0.06
P -2.21 -0.61 -0.05
S -1.32 1.49 0.01
H 0.97 -1.10 -0.57
H 0.79 -0.89 1.13
H 1.02 1.45 0.47
H 0.88 0.92 -1.04

F_max, record by record: 1.82, 5.12, 6.13, 3.42 eV/A